# C23H27BF5IrN3O3S4Sb

A molecular structure, C23H27BF5IrN3O3S4Sb (wB97M-V/def2-TZVPD, OMol25).

Values from the calculation:
**<S²>**: 6.021
**Spin multiplicity**: 5
**Net charge**: -2
**F_max**: 0.4 eV/Å
**LUMO level (spin up / spin down)**: 4.20 / 3.86 eV
**ΔE to the lowest compared entry with this formula, charge and spin**: 0.0 kJ/mol
**DFT total energy**: -3744.3106 a.u.

Last column: natural (NBO) charge in e.
Atoms and positions in Å:
Ir -0.0282 2.5256 0.0424  0.8266
S 2.8371 -0.1606 2.7666  -0.9208
Sb 3.4654 1.6581 1.4872  1.0849
S -0.0731 1.6828 -2.2026  -0.5376
S 1.7573 3.4002 1.3041  -0.7906
S 5.3151 2.7609 2.2747  -0.8644
C -3.5729 1.3461 -2.2395  -0.4067
N -3.2639 0.0305 -1.7247  -0.4298
C -3.3477 -0.0921 -0.2818  -0.4211
C -2.8251 -1.0197 -2.4613  0.6879
C -2.6030 -0.7808 -3.9410  -0.7177
O -2.5961 -2.1184 -1.9618  -0.6625
H -4.6015 1.6143 -1.9715  0.1758
H -3.4755 1.3814 -3.3195  0.2066
H -2.8953 2.0880 -1.8123  0.2257
H -4.3920 -0.0550 0.0489  0.1700
H -2.8012 0.7255 0.1890  0.2259
H -2.9051 -1.0347 0.0225  0.2436
H -3.5288 -0.5024 -4.4486  0.2035
H -2.2217 -1.7060 -4.3623  0.2325
H -1.8669 0.0112 -4.0888  0.2509
C -1.1134 3.5363 4.1019  -0.4016
N -0.4805 2.2254 3.9558  -0.4677
C 0.8237 2.0857 4.6116  -0.4204
C -0.6515 1.6559 2.7781  0.5544
N -0.8096 1.1473 1.7469  -0.4862
H -1.2479 3.7384 5.1652  0.1869
H -2.0816 3.5327 3.6070  0.2231
H -0.4842 4.3125 3.6561  0.2109
H 0.6663 2.1535 5.6898  0.1769
H 1.4995 2.8775 4.2782  0.2168
H 1.2686 1.1287 4.3488  0.2681
C 3.4698 -4.2870 1.6884  -0.6123
C 3.3029 -4.8012 0.2576  -0.0580
C 2.5194 -6.1199 0.3122  -0.5976
C 4.6980 -5.0673 -0.3255  -0.5978
C 2.5677 -3.7925 -0.6283  -0.0285
C 2.2728 -4.1227 -1.9540  -0.2342
C 1.6302 -3.2410 -2.8248  -0.2577
C 1.2879 -2.0066 -2.3237  0.2272
O 0.6811 -0.9491 -2.9458  -0.6610
B 0.5953 0.0624 -1.9564  0.8311
O 1.1431 -0.4071 -0.7580  -0.6603
C 1.5703 -1.6752 -1.0082  0.3127
C 2.2054 -2.5328 -0.1411  -0.2790
H 3.9936 -5.0386 2.2854  0.1911
H 2.5038 -4.0921 2.1573  0.2178
H 4.0441 -3.3606 1.7295  0.2349
H 3.0372 -6.8402 0.9529  0.1897
H 2.4088 -6.5664 -0.6773  0.1985
H 1.5201 -5.9526 0.7183  0.2135
H 5.2399 -5.7888 0.2937  0.1895
H 5.2757 -4.1421 -0.3618  0.2175
H 4.6341 -5.4650 -1.3400  0.1985
H 2.5547 -5.0979 -2.3344  0.1898
H 1.4093 -3.5142 -3.8484  0.2084
H 2.4113 -2.1889 0.8644  0.2647
F -3.1066 3.0486 1.3997  -0.3504
C -2.8058 4.0044 0.4779  0.3349
C -1.5804 4.0019 -0.1635  -0.4901
C -1.4278 5.0407 -1.0708  0.3545
F -0.2775 5.1688 -1.7649  -0.3252
C -2.3960 5.9929 -1.3369  0.2227
F -2.1902 6.9762 -2.2358  -0.3158
C -3.6040 5.9394 -0.6663  0.2422
F -4.5617 6.8571 -0.9057  -0.3153
C -3.8096 4.9331 0.2551  0.2187
F -4.9833 4.8757 0.9201  -0.3190